# C36H40CdN9O3

C36H40CdN9O3 as an isolated structure in a non-equilibrium geometry (ωB97M-V with the def2-TZVPD basis set, the Open Molecules 2025 dataset).

Each line ends with the Löwdin charge.
Positions of all 89 atoms, in Å:
Cd -2.9527 -1.4869 0.1152  1.405
N 0.1261 -0.1550 0.0956  -0.565
O 0.3379 0.9225 0.7008  -0.035
O -0.9426 -0.7687 0.3611  -0.223
O 0.9022 -0.5793 -0.7670  0.006
N 4.1462 1.5945 -4.3949  0.011
C 3.1234 1.0993 -3.6186  -0.153
C 3.2707 1.6436 -2.3631  -0.129
C 4.4352 2.4303 -2.3663  -0.103
C 4.8883 2.4711 -3.6598  -0.134
H 4.4295 1.3092 -5.3137  0.144
H 2.4080 0.4487 -4.0939  0.103
H 2.6230 1.3260 -1.5572  0.075
H 4.7541 3.0838 -1.5701  0.093
H 5.7322 3.0260 -4.0343  0.110
N 0.9794 0.3042 4.2011  0.037
C 0.7219 0.0541 5.4922  -0.158
C 1.0239 -1.2582 5.7836  -0.107
C 1.2995 -1.8652 4.5418  -0.120
C 1.2651 -0.8778 3.5594  -0.125
H 1.0498 1.2067 3.7627  0.102
H 0.3756 0.7742 6.2163  0.103
H 0.9554 -1.7359 6.7456  0.089
H 1.4499 -2.9139 4.3351  0.083
H 1.3488 -0.9514 2.4906  0.071
N 0.6141 3.3604 3.0144  -0.014
C -0.7168 3.0748 3.2234  -0.136
C -0.9010 3.2198 4.5767  -0.127
C 0.3217 3.4899 5.2007  -0.107
C 1.2590 3.6741 4.1750  -0.108
H 1.0244 3.2993 2.0975  0.142
H -1.3231 2.8105 2.3798  0.069
H -1.8405 3.0205 5.0713  0.096
H 0.4070 3.7360 6.2457  0.098
H 2.2876 3.9736 4.0676  0.115
N -0.5094 2.7354 -2.1317  0.036
C -1.7889 3.2459 -2.0303  -0.148
C -2.2547 3.3960 -3.2924  -0.150
C -1.2659 3.0886 -4.2030  -0.111
C -0.1599 2.6254 -3.4758  -0.096
H 0.1092 2.5972 -1.3484  0.125
H -2.3173 3.4728 -1.1201  0.093
H -3.2516 3.7540 -3.5095  0.099
H -1.4670 3.1016 -5.2630  0.099
H 0.7790 2.1781 -3.7537  0.081
N -2.2896 -3.5229 0.3059  -0.075
C -2.8402 -4.2647 1.3166  -0.121
C -2.4593 -5.5623 1.5731  -0.043
C -1.5357 -6.1939 0.7367  -0.027
C -0.9252 -5.4612 -0.2588  -0.012
C -1.3149 -4.1258 -0.3698  -0.134
H -3.5959 -3.8542 1.9741  0.106
H -3.0367 -6.1752 2.2509  0.118
H -1.3667 -7.2433 0.9409  0.123
H -0.1284 -5.8452 -0.8761  0.122
H -0.9138 -3.5606 -1.2035  0.111
N -3.6363 0.5360 0.1309  -0.072
C -4.7081 0.8364 -0.6381  -0.142
C -5.2943 2.0834 -0.6710  -0.045
C -4.9698 3.0402 0.2817  -0.024
C -3.9713 2.7019 1.1959  -0.037
C -3.3418 1.4768 1.0626  -0.122
H -5.1412 0.0339 -1.2224  0.107
H -6.1440 2.3248 -1.2962  0.120
H -5.5267 3.9659 0.2847  0.125
H -3.7700 3.4425 1.9578  0.119
H -2.5464 1.2295 1.7547  0.098
N 5.3971 -1.8437 -1.1435  0.053
C 6.3990 -2.1008 -0.2873  -0.147
C 6.2004 -2.0673 1.0721  -0.086
C 4.9508 -1.7828 1.5900  -0.081
C 3.9251 -1.5859 0.7005  -0.072
C 4.1678 -1.6735 -0.6762  -0.149
H 7.3700 -2.2534 -0.7387  0.102
H 7.0319 -2.1499 1.7639  0.103
H 4.8105 -1.8470 2.6614  0.107
H 2.9145 -1.4769 1.0739  0.068
H 3.3529 -1.4322 -1.3473  0.083
N -2.6871 -1.5881 -1.9882  -0.089
C -2.1900 -0.5386 -2.6164  -0.136
C -1.6777 -0.6057 -3.9048  -0.027
C -1.6848 -1.7729 -4.6041  -0.015
C -2.3595 -2.8612 -3.9989  -0.030
C -2.9421 -2.6941 -2.7497  -0.142
H -1.9200 0.3130 -1.9994  0.094
H -1.2027 0.3245 -4.1830  0.094
H -1.2754 -1.8135 -5.6035  0.122
H -2.4165 -3.8193 -4.4947  0.112
H -3.4647 -3.5483 -2.3431  0.106

The LUMO energy comes out at -3.56 eV. As for the relative energy (zero: lowest compared OMol25 entry of this formula, charge and spin): 94.7 kJ/mol. The calculation puts the largest force on an atom at 0.0606 hartree/bohr. The HOMO energy comes out at -9.4 eV. Its charge is +1. Its gap between HOMO and LUMO is 0.216 Eh. The molecular weight comes out at 759.19 g mol⁻¹.